1.
{
  "formula": "C11H18N5SeTi",
  "method": "ωB97M-V with the def2-TZVPD basis set",
  "orbital_gap_ha": 0.282,
  "lumo_energy_ev": -2.968,
  "total_charge": 1,
  "species": ["Ti", "C", "N", "C", "C", "N", "N", "C", "N", "N", "H", "H", "H", "H", "H", "H", "H", "H", "H", "H", "H", "C", "H", "H", "Se", "C", "C", "C", "C", "C", "C", "H", "H", "H", "H", "H"],
  "xyz": [[0.312047, 0.389793, 0.972353], [0.571190, -4.231834, -1.498714], [0.078526, -3.529695, -0.303936], [-1.263794, -3.914652, 0.141348], [0.615908, -2.419932, 0.203074], [0.005051, -1.611409, 1.028947], [1.952023, -2.201783, -0.116090], [2.748755, -1.092282, 0.084128], [4.031250, -1.291286, -0.254619], [2.288360, 0.038741, 0.525770], [0.858006, -5.252986, -1.253343], [1.409902, -3.722257, -1.961772], [-0.222242, -4.259536, -2.244055], [-1.467285, -4.916025, -0.225636], [-2.025192, -3.238169, -0.250470], [-1.315453, -3.944752, 1.227700], [-0.951178, -1.867471, 1.212825], [2.418929, -2.990287, -0.521207], [4.399819, -2.199176, -0.477290], [4.695952, -0.544826, -0.152975], [3.010929, 0.729954, 0.647029], [0.105782, 1.039900, 2.708019], [-0.470542, 1.876024, 3.099828], [0.630744, 0.502167, 3.501200], [-1.118848, 0.923693, -0.911778], [-1.559993, 2.781605, -0.643755], [-2.018993, 3.251699, 0.582536], [-2.326950, 4.597906, 0.731329], [-2.194266, 5.468380, -0.341040], [-1.752161, 4.990140, -1.567874], [-1.428950, 3.647946, -1.722829], [-2.158167, 2.569340, 1.405862], [-2.681479, 4.964504, 1.687172], [-2.439719, 6.516931, -0.223195], [-1.660044, 5.663232, -2.411901], [-1.077933, 3.276417, -2.676643]],
  "atomic_forces_ev_per_a": [[-0.6149, 1.0662, 1.3026], [-0.0697, 0.0327, 0.1748], [-0.2610, -0.3033, -0.2584], [0.0994, -0.0492, -0.0956], [0.2112, 0.0455, 0.3478], [0.5654, -0.3908, -0.3926], [-0.0881, 0.2049, -0.0634], [-0.1505, 0.0263, -0.0031], [0.2747, 0.0081, -0.0200], [0.1638, -0.7463, -0.1441], [0.0151, -0.0190, 0.0371], [-0.0021, 0.0614, -0.0048], [-0.0444, 0.0018, 0.0230], [0.0022, -0.0077, -0.0099], [-0.0217, 0.0339, -0.0265], [0.0271, 0.0124, 0.0517], [-0.2680, -0.0293, 0.0623], [0.0603, -0.1063, -0.0612], [-0.0031, 0.0182, 0.0203], [0.0276, 0.0124, -0.0023], [0.1104, 0.2275, 0.1090], [0.0309, -0.0982, -0.9282], [-0.0340, 0.0564, -0.0570], [0.0970, -0.1229, -0.0293], [-0.1821, 0.0710, -0.0342], [0.0352, 0.0529, 0.0401], [-0.0223, 0.0635, -0.1641], [0.0055, -0.0015, -0.0122], [0.0175, 0.0064, -0.0243], [-0.0020, -0.0303, -0.0005], [0.0108, 0.0973, 0.0510], [-0.0047, -0.0858, 0.1161], [0.0120, -0.0299, -0.0344], [0.0053, -0.0599, -0.0105], [0.0072, -0.0328, 0.0392], [-0.0099, 0.0144, 0.0015]],
  "mulliken_charge": [0.2515, -1.1039, 0.0328, -1.2266, 0.8013, -0.5425, -0.1380, 0.5528, -0.3617, -0.3181, 0.3372, 0.4307, 0.3872, 0.3696, 0.3813, 0.4570, 0.2864, 0.2109, 0.1774, 0.2073, 0.1175, -0.7401, 0.3118, 0.2737, -0.1875, 0.1819, -0.0559, -0.5785, -0.4454, -0.4728, -0.5268, 0.4718, 0.3707, 0.3792, 0.3570, 0.3509]
}



2.
{
  "formula": "C11H18N7PbS2",
  "method": "ωB97M-V with the def2-TZVPD basis set",
  "orbital_gap_ha": 0.289,
  "e_above_lowest_kcal_mol": 0.0,
  "lumo_energy_ev": -3.126,
  "total_charge": 1,
  "species": ["Pb", "C", "C", "N", "C", "S", "N", "N", "C", "C", "C", "C", "C", "C", "C", "N", "H", "H", "H", "H", "H", "H", "H", "H", "H", "H", "H", "H", "H", "N", "N", "C", "N", "S", "H", "H", "H", "H", "H"],
  "xyz": [[0.239145, 2.273707, 0.880535], [-4.143034, -2.386998, 0.122384], [-4.413573, -0.930064, 0.469604], [-3.435913, -0.389777, 1.411286], [-2.225223, 0.059086, 1.049225], [-1.212770, 0.615226, 2.376199], [-1.922178, 0.001668, -0.229203], [-0.700474, 0.509141, -0.552284], [-0.230433, 0.256463, -1.720800], [-0.939650, -0.576060, -2.739391], [1.101645, 0.832666, -2.034919], [1.716715, 0.633258, -3.264745], [2.975741, 1.171277, -3.484736], [3.590880, 1.894260, -2.477421], [2.906029, 2.063944, -1.285563], [1.699245, 1.549832, -1.072928], [-4.891210, -2.753575, -0.581375], [-4.179797, -3.013605, 1.014096], [-3.160224, -2.494785, -0.336122], [-5.395581, -0.819855, 0.927551], [-4.397291, -0.313969, -0.427858], [-3.673496, -0.318507, 2.385029], [-1.801542, -1.057845, -2.291102], [-0.275931, -1.331578, -3.159687], [-1.288583, 0.054780, -3.561155], [1.221224, 0.071004, -4.042147], [3.468552, 1.025479, -4.436703], [4.573365, 2.325050, -2.605528], [3.339598, 2.626419, -0.466101], [1.631880, -0.677658, 1.358038], [1.961299, -0.652625, 2.706982], [2.344305, 0.472663, 3.319120], [2.673814, 0.362827, 4.608351], [2.479848, 1.985738, 2.564628], [0.661691, -0.955047, 1.255989], [2.255270, -1.299091, 0.857711], [1.823025, -1.487257, 3.259432], [2.694440, -0.520254, 5.091459], [2.929191, 1.194061, 5.112150]],
  "atomic_forces_ev_per_a": [[0.0034, -0.0049, 0.0331], [-0.0193, -0.0103, -0.0083], [0.0404, -0.0462, 0.0197], [-0.0065, 0.0575, -0.1194], [-0.0891, -0.0239, -0.0127], [0.0718, 0.0316, -0.0113], [0.0112, -0.0198, 0.0486], [-0.0509, -0.0327, 0.0329], [0.0252, -0.0059, -0.0085], [-0.0261, 0.0198, -0.0217], [-0.0012, 0.0362, 0.0181], [0.0012, -0.0013, -0.0120], [-0.0053, -0.0003, -0.0011], [-0.0026, 0.0036, 0.0090], [0.0021, -0.0021, -0.0083], [0.0275, -0.0148, 0.0515], [0.0057, 0.0125, 0.0124], [-0.0046, 0.0051, -0.0051], [-0.0017, 0.0116, 0.0041], [0.0096, 0.0032, 0.0323], [0.0073, 0.0147, -0.0057], [0.0103, -0.0233, 0.0150], [0.0079, -0.0011, 0.0063], [0.0035, -0.0075, 0.0090], [0.0249, -0.0077, -0.0064], [-0.0038, 0.0024, 0.0107], [-0.0013, -0.0008, 0.0045], [-0.0031, -0.0056, -0.0039], [-0.0042, -0.0086, -0.0046], [-0.0277, 0.0415, 0.0071], [0.0515, -0.0129, -0.0339], [0.0338, -0.0990, 0.0237], [-0.0359, 0.0060, 0.0107], [-0.0281, 0.0896, -0.0813], [-0.0156, -0.0018, -0.0239], [0.0004, -0.0129, 0.0043], [-0.0132, 0.0018, 0.0146], [0.0008, 0.0014, 0.0019], [0.0018, 0.0049, -0.0010]],
  "mulliken_charge": [0.7049, -1.0440, -0.4020, -0.1584, 0.4571, -0.5084, -0.8675, 0.3172, 0.6560, -1.4263, 0.4295, -0.7070, -0.4582, -0.7615, -0.0119, 0.0627, 0.3266, 0.3214, 0.2616, 0.4184, 0.2586, 0.2105, 0.2699, 0.4032, 0.3426, 0.3787, 0.4316, 0.4140, 0.3257, -0.3227, -0.2388, 0.7508, -0.4304, -0.4379, 0.1695, 0.2599, 0.2093, 0.1971, 0.1982]
}



3.
{
  "formula": "C11H18O",
  "method": "ωB97M-V with the def2-TZVPD basis set",
  "orbital_gap_ha": 0.354,
  "e_above_lowest_kcal_mol": 40.4,
  "lumo_energy_ev": 0.832,
  "smiles": "C[C@@]12CCC=C[C@]1(O)CCCC2",
  "species": ["C", "C", "C", "C", "C", "C", "C", "O", "C", "C", "C", "C", "H", "H", "H", "H", "H", "H", "H", "H", "H", "H", "H", "H", "H", "H", "H", "H", "H", "H"],
  "xyz": [[-0.974893, 1.714210, -0.934213], [-0.478588, 0.299778, -0.449941], [0.151597, -0.465665, -1.623855], [1.421557, 0.249091, -2.052552], [2.399563, 0.636928, -0.970210], [1.950071, 0.807286, 0.365711], [0.568421, 0.332784, 0.758235], [0.224211, 1.213440, 1.786469], [0.742931, -0.941378, 1.562027], [-0.650776, -1.425764, 1.901959], [-1.714673, -1.588662, 0.797720], [-1.738612, -0.258166, 0.007702], [-1.720257, 2.122146, -0.234195], [-1.466149, 1.576461, -1.872306], [-0.133181, 2.420993, -1.033255], [0.378006, -1.501262, -1.416860], [-0.651708, -0.556613, -2.339796], [1.210596, 1.147073, -2.554249], [1.989181, -0.445041, -2.714066], [3.394510, 1.076570, -1.159269], [2.636058, 1.337411, 0.990607], [0.242017, 2.104145, 1.337136], [1.266175, -1.690122, 0.875917], [1.384449, -0.851197, 2.511232], [-1.101447, -0.807584, 2.706761], [-0.541604, -2.361093, 2.341197], [-1.549169, -2.444062, 0.242852], [-2.653211, -1.861518, 1.278399], [-2.101984, 0.482795, 0.734314], [-2.483091, -0.322984, -0.843472]],
  "atomic_forces_ev_per_a": [[1.7206, 0.0380, 1.0786], [1.6061, 0.5919, 0.1768], [0.0093, 0.6639, 1.0893], [1.7301, -2.1975, -0.4115], [-1.7155, 1.3876, 4.5332], [1.0559, -1.1559, -6.1042], [2.0687, 0.7547, 0.4893], [-1.5192, 3.1550, -0.2661], [0.2205, -1.8299, -1.3206], [-1.0612, 0.3464, 0.8462], [0.8124, 2.1339, 0.9916], [-3.2519, -1.9654, 1.0397], [0.4566, -0.0402, -0.1995], [-0.2284, 0.0282, -0.7714], [-0.3674, -0.0762, -0.1676], [0.1712, -0.3259, 0.6653], [0.1024, 0.3874, -0.9389], [-0.3493, 1.1503, -1.1537], [-0.4634, 0.6532, -0.1619], [-0.6119, -0.5378, -0.4928], [-0.0511, -0.1208, 1.0071], [-0.2238, -1.0250, 1.1270], [-0.6343, 0.6686, 0.9604], [-0.9296, 0.3447, -1.5959], [0.3956, 0.0034, -0.4950], [0.1704, -1.9292, 1.0496], [0.9310, -1.6595, -1.7264], [-0.2964, 0.6738, 0.1023], [-0.4316, -0.3330, -0.1582], [0.6845, 0.2152, 0.8071]],
  "mulliken_charge": [-2.2290, 1.9700, -1.1415, -0.5536, -0.5483, -1.2198, 1.0566, -0.6628, -0.6882, -0.7950, -0.9000, -1.6832, 0.5151, 0.4578, 0.4851, 0.3446, 0.4947, 0.3389, 0.4295, 0.3737, 0.4431, 0.5290, 0.2390, 0.3777, 0.2634, 0.4838, 0.4307, 0.4056, 0.3998, 0.3832]
}



| no. | total energy (eV) |
| --- | --- |
| 1 | -107605.4178 |
| 2 | -49043.6769 |
| 3 | -13744.9124 |